1.
Computed, not measured: a cluster of 18 separate species, C2H42NO17 in total in a non-equilibrium geometry, with wB97M-V/def2-TZVPD.

The energy is -1435.0222 a.u. Its highest occupied orbital energy is -13.1 eV. The LUMO energy comes out at -2.5 eV. For the HOMO-LUMO gap, the calculation gives 0.3892 hartree. For the energy above the lowest of the compared OMol25 structures with the same formula, charge and spin, the calculation gives 0.0 kcal/mol. The value obtained for the max |F| is 2.4 eV Å⁻¹.

```
! wB97M-V def2-TZVPD RIJCOSX def2/J DEFGRID3
* xyz 1 1
C -2.17563 2.11610 2.27123
C -0.99034 1.22098 2.66521
N -0.70555 0.20683 1.60596
H -3.12094 1.92144 2.83670
H -1.93825 3.15023 2.25292
H -2.67365 1.81755 1.35182
H -0.14444 1.85334 2.89799
H -1.25828 0.80577 3.65435
H -0.90006 0.66814 0.69485
H -1.40863 -0.49742 1.81362
H 0.21306 -0.22510 1.70963
H 1.34512 -0.77260 -4.16673
H 2.26706 -1.94505 -4.26902
O 2.22019 -1.06428 -3.88020
H 3.48918 1.75465 0.47536
H 3.11595 0.35613 0.34406
O 2.67913 1.22149 0.44549
H 2.53093 -3.14295 1.76378
H 2.27158 -3.99487 2.97713
O 1.98057 -3.15506 2.60257
H 1.43211 -5.30184 -2.86792
H 0.88163 -4.09402 -2.14977
O 1.72096 -4.50924 -2.39375
H -4.35648 3.84027 -0.47170
H -3.05767 4.59152 -0.63188
O -3.40565 3.72063 -0.39376
H -4.90283 0.62019 -1.36796
H -5.46403 -0.73185 -0.80193
O -5.28120 0.18934 -0.60022
H 1.62090 2.53313 -2.00501
H 1.91700 2.69294 -3.48733
O 1.21555 2.80911 -2.83301
H -1.03587 0.74658 -4.08047
H -2.00695 -0.29554 -3.55147
O -1.34483 0.38071 -3.24136
H 2.57595 4.51118 2.92089
H 1.97405 3.27262 3.52229
O 1.72806 4.15298 3.20587
H -3.59962 -1.83230 -4.05656
H -3.00909 -2.07571 -2.56133
O -2.84823 -1.75519 -3.46503
H -1.09603 1.79756 -1.71234
H -1.19620 2.88677 -0.60089
O -0.70476 2.11187 -0.88296
H 1.02549 0.08764 -0.69467
H 0.25554 -0.35313 -1.86814
O 0.35839 -0.57409 -0.92877
H 2.70448 1.24105 4.66780
H 3.11677 0.66807 3.33893
O 3.08621 1.50128 3.81899
H -3.88744 -3.44471 -0.68524
H -2.58842 -2.52088 -0.38749
O -3.32227 -2.72486 -0.96506
H 2.73167 -0.93780 -2.23206
H 4.07175 -0.69599 -1.44157
O 3.16169 -0.98694 -1.34998
H 3.40582 -3.78435 -0.05106
H 3.25927 -2.30354 -0.07186
O 3.63267 -3.00589 0.47906
H 0.60890 -2.11554 3.83591
H -0.21392 -1.24288 4.95554
O 0.03963 -1.36447 4.04057
*
```

2.
Computed, not measured: a cluster of 23 separate species, C2H48O24 in total in a non-equilibrium geometry, with wB97M-V/def2-TZVPD.

The energy is -1910.7968 a.u. Its highest occupied orbital energy is -4.0 eV. The LUMO energy comes out at 4.3 eV. For the HOMO-LUMO gap, the calculation gives 0.3044 hartree. For the energy above the lowest of the compared OMol25 structures with the same formula, charge and spin, the calculation gives 40.0 kcal/mol. The value obtained for the max |F| is 4.5 eV Å⁻¹.

```
! wB97M-V def2-TZVPD RIJCOSX def2/J DEFGRID3
* xyz -2 1
O -14.58797 -2.85397 3.53576
C -14.47675 -1.45702 3.74402
C -13.93089 -1.06191 5.11568
O -14.04400 0.32426 5.35611
H -15.42913 -1.03227 3.48540
H -13.72974 -1.09168 2.97977
H -12.88567 -1.46629 5.36393
H -14.46422 -1.59482 5.83730
O -12.06775 1.28784 3.64725
H -12.86916 0.87231 3.83432
H -12.10239 1.72051 2.74638
O -16.99518 -2.67640 5.05526
H -16.12567 -2.56159 4.65609
H -17.36111 -3.55832 5.03133
O -17.63234 0.60941 3.62601
H -17.86495 0.99440 2.82614
H -16.68554 0.62838 3.70847
O -15.85414 -2.20392 8.18959
H -15.72299 -1.75010 9.03499
H -16.21221 -1.60119 7.57362
O -15.78367 -0.50547 1.15805
H -14.95387 -0.28295 1.63966
H -16.33205 -1.04541 1.67340
O -17.81658 -1.78423 2.47156
H -17.53491 -2.37147 3.19973
H -17.65210 -0.89068 2.88231
O -11.82552 0.23481 7.03924
H -12.28044 0.26045 7.86199
H -12.51664 0.07575 6.36965
O -15.13133 1.62442 3.21603
H -14.88754 2.52491 3.11332
H -14.61273 1.24952 3.92049
O -14.67661 2.83807 6.43768
H -15.61394 2.75432 6.62532
H -14.51589 1.96473 6.07067
O -12.93276 -2.84682 7.43551
H -13.51819 -2.65402 6.68910
H -13.30960 -2.15873 8.00916
O -11.39262 -4.62063 6.19845
H -11.79207 -4.47924 5.31366
H -11.85070 -3.87456 6.59463
O -12.22694 -3.68285 3.45690
H -12.03470 -3.93632 2.57289
H -13.10499 -3.30869 3.45136
O -14.53242 -4.86184 5.22870
H -14.99163 -4.64202 6.03976
H -14.43737 -4.07742 4.69250
O -11.12491 -1.10764 2.76881
H -11.17211 -1.66603 3.52967
H -11.24522 -0.21716 3.07536
O -12.02537 3.05560 7.17750
H -12.34369 2.29070 6.70471
H -12.03703 3.85482 6.65715
O -16.75067 -0.32241 6.22526
H -15.87722 -0.04570 5.97940
H -17.02183 -1.07532 5.67989
O -14.15880 -3.24805 1.07639
H -14.34766 -2.97184 2.04796
H -13.66660 -2.51011 0.63884
O -10.42385 -1.65272 5.71393
H -10.36057 -2.09091 6.57329
H -10.88451 -0.89143 6.07440
O -12.98860 -0.69450 0.58565
H -12.55006 -0.84992 1.40876
H -12.59173 0.06503 0.19697
O -14.17960 0.58432 8.44881
H -14.37453 0.33628 7.54706
H -14.36247 -0.20410 8.98661
O -13.91891 -6.01890 2.05999
H -14.41890 -5.22971 2.15347
H -13.56349 -5.77909 1.23632
O -16.50879 -4.39163 2.56316
H -16.45498 -5.18643 3.10780
H -15.88513 -3.82780 3.04202
*
```

3.
Computed, not measured: a structure of composition C2H4AgO2 in a non-equilibrium geometry, with wB97M-V/def2-TZVPD.

The energy is -375.4267 a.u. Its highest occupied orbital energy (alpha / beta) is -12.0 / -14.8 eV. The LUMO energy (alpha / beta) comes out at -5.3 / -7.0 eV. For the HOMO-LUMO gap (alpha / beta), the calculation gives 0.2495 / 0.2842 hartree. Its expectation value of S² is 2.005. For the energy above the lowest of the compared OMol25 structures with the same formula, charge and spin, the calculation gives 0.0 kcal/mol. The value obtained for the max |F| is 5.5 eV Å⁻¹.

```
! wB97M-V def2-TZVPD RIJCOSX def2/J DEFGRID3
* xyz 1 3
C 0.27665 0.04338 -1.56285
C 0.27471 1.18186 -2.30462
O 0.36093 0.41241 -0.22557
H 0.63492 -0.97368 -1.69973
H 0.83822 1.12874 -3.23807
H -0.64112 1.77680 -2.35072
Ag 0.17642 -1.06778 2.26403
O -0.61591 -0.25817 0.57147
H 0.22044 1.52022 -0.41256
*
```

4.
Computed, not measured: a structure of composition C2H4AuO3 in a non-equilibrium geometry, with wB97M-V/def2-TZVPD.

The energy is -438.1910 a.u. Its highest occupied orbital energy (alpha / beta) is -29.4 / -28.9 eV. The LUMO energy (alpha / beta) comes out at -19.0 / -21.7 eV. For the HOMO-LUMO gap (alpha / beta), the calculation gives 0.3802 / 0.2614 hartree. Its expectation value of S² is 2.025. For the energy above the lowest of the compared OMol25 structures with the same formula, charge and spin, the calculation gives 0.0 kcal/mol. The value obtained for the max |F| is 5.3 eV Å⁻¹.

```
! wB97M-V def2-TZVPD RIJCOSX def2/J DEFGRID3
* xyz 3 3
O -0.20354 0.37566 -1.35264
C -0.29081 0.52668 -0.15269
Au 1.99915 0.15737 -0.29242
O -0.14252 -0.51779 0.63616
O 0.60002 1.42484 0.33424
H 0.22330 2.17972 0.81116
C -1.01788 -1.65778 0.45319
H -0.36407 -2.46902 0.12363
H -1.48976 -1.80576 1.42719
H -1.80889 -1.56726 -0.29585
*
```